Model i:
C5H7N | ωB97M-V with the def2-TZVPD basis set

Structure (ORCA input):
```
! RIJCOSX wB97M-V def2-TZVPD def2/J DEFGRID3
* xyz 0 1
H -1.267 0.135 1.251
H -0.296 -1.436 1.708
C -0.479 0.543 -1.260
H 1.647 0.239 1.526
H -0.524 0.491 -2.346
C 0.752 0.394 0.921
C -0.263 -0.771 -0.568
H -0.370 -1.731 -1.065
C -0.353 -0.632 0.979
H -1.113 1.299 -0.804
N -0.356 0.998 1.497
C 0.849 0.244 -0.643
H 1.776 0.189 -1.207
*
```

Results
* molecular weight: 81.1 u
* frontier orbital gap: 0.3562 hartree



Model ii:
C5H7N | ωB97M-V with the def2-TZVPD basis set

Structure (ORCA input):
```
! RIJCOSX wB97M-V def2-TZVPD def2/J DEFGRID3
* xyz 0 1
H -2.002 0.497 0.853
H -1.338 -1.267 -0.749
H 1.390 1.634 0.849
H -1.081 -0.634 1.835
H -0.211 -0.476 -1.880
C 1.100 0.877 0.141
C 1.952 -0.120 -1.838
N 1.902 0.586 -0.900
H -0.738 1.097 1.940
H 0.376 -1.731 -0.803
C -1.014 0.293 1.263
C -0.324 -0.891 -0.872
C -0.011 0.136 0.160
*
```

Results
* molecular weight: 81.1 u
* frontier orbital gap: 0.3765 hartree



Model iii:
C5H7N | ωB97M-V with the def2-TZVPD basis set

Structure (ORCA input):
```
! RIJCOSX wB97M-V def2-TZVPD def2/J DEFGRID3
* xyz 0 1
H 4.571 1.082 -0.248
C -2.304 -0.966 0.040
H -1.734 -1.867 0.299
H 0.350 0.789 1.238
C -0.188 0.619 0.323
N -1.117 1.379 -0.525
C 2.826 -0.325 0.127
H -0.948 1.527 -1.526
H -2.869 -0.988 -0.805
C 3.764 0.420 -0.053
C -1.289 0.042 0.080
H 1.994 -0.981 0.149
H -3.055 -0.732 0.901
*
```

Results
* structure (SMILES): CC1=CN1.C#C
* molecular weight: 81.1 u
* frontier orbital gap: 0.3164 hartree



Model iv:
C5H7N | ωB97M-V with the def2-TZVPD basis set

Structure (ORCA input):
```
! RIJCOSX wB97M-V def2-TZVPD def2/J DEFGRID3
* xyz 0 1
C -0.330 1.143 0.659
H -0.048 2.171 0.867
N -0.284 -1.077 0.515
H 0.857 -0.172 -1.114
C 0.504 0.031 0.829
H 2.205 -0.946 -0.223
H 2.181 0.848 -0.375
C -1.453 0.717 -0.069
C -1.341 -0.657 -0.225
C 1.575 -0.050 -0.248
H -1.966 -1.346 -0.771
H -2.228 1.337 -0.496
H 0.194 -1.953 0.360
*
```

Results
* structure (SMILES): Cc1ccc[nH]1
* molecular weight: 81.1 u
* frontier orbital gap: 0.3237 hartree



Least stable: model iii



Model i:
C5H7N | ωB97M-V with the def2-TZVPD basis set

Structure (ORCA input):
```
! RIJCOSX wB97M-V def2-TZVPD def2/J DEFGRID3
* xyz 0 1
C 1.743 -0.479 1.164
H -0.769 -0.428 -2.251
C -1.223 -0.513 -1.254
H -1.630 -1.526 -1.176
H 0.847 -2.160 -0.063
N 1.293 0.772 1.197
H -2.053 0.199 -1.216
H 1.703 1.480 1.789
C 0.012 1.018 0.544
H -0.047 1.943 -0.044
C 0.769 -1.119 0.236
C -0.182 -0.272 -0.198
H -0.712 1.085 1.364
*
```

Results
* molecular weight: 81.1 u
* frontier orbital gap: 0.3277 hartree



Model ii:
C5H7N | ωB97M-V with the def2-TZVPD basis set

Structure (ORCA input):
```
! RIJCOSX wB97M-V def2-TZVPD def2/J DEFGRID3
* xyz 0 1
H -1.182 -0.948 0.948
C -0.959 1.262 -0.554
C 0.108 0.455 -0.705
H -0.935 2.156 0.063
H -1.442 -0.266 1.115
C 0.066 -0.952 -1.071
H -0.657 -1.332 -1.785
H -1.921 0.974 -0.972
C 0.777 -1.733 -0.192
C 1.132 0.548 0.323
N 1.449 -0.676 0.612
H 1.504 1.428 0.836
H 2.060 -0.916 1.382
*
```

Results
* molecular weight: 81.1 u
* frontier orbital gap: 0.2678 hartree



Model iii:
C5H7N | ωB97M-V with the def2-TZVPD basis set

Structure (ORCA input):
```
! RIJCOSX wB97M-V def2-TZVPD def2/J DEFGRID3
* xyz 0 1
N 0.210 -0.054 0.770
C -0.939 -0.162 -0.158
C 1.087 -1.051 0.708
H -0.495 1.806 1.384
H -1.350 -1.170 -0.046
C 0.222 1.019 1.558
H -0.065 0.449 -3.736
H 1.990 -0.983 1.298
H 0.883 -1.885 0.055
C -0.566 0.080 -1.552
C -0.310 0.277 -2.711
H -1.703 0.546 0.167
H 1.034 1.127 2.263
*
```

Results
* molecular weight: 81.1 u
* frontier orbital gap: 0.2834 hartree



Least stable: model ii



Model i:
C5H7N | ωB97M-V with the def2-TZVPD basis set

Structure (ORCA input):
```
! RIJCOSX wB97M-V def2-TZVPD def2/J DEFGRID3
* xyz 0 1
H 0.974 1.485 -1.786
H 1.106 0.517 1.686
H 1.924 -0.563 0.511
N 0.234 0.826 -1.538
C 0.276 0.533 -0.279
H -2.020 0.765 0.333
C -1.048 0.292 0.427
H 2.196 1.219 0.584
C -0.750 -0.978 -0.268
C 1.464 0.415 0.668
C -0.600 -1.309 1.012
H -0.825 -1.096 -1.347
H -1.205 -1.950 1.617
*
```

Results
* molecular weight: 81.1 u
* frontier orbital gap: 0.2986 hartree



Model ii:
C5H7N | ωB97M-V with the def2-TZVPD basis set

Structure (ORCA input):
```
! RIJCOSX wB97M-V def2-TZVPD def2/J DEFGRID3
* xyz 0 1
H -0.127 1.315 -0.050
H 2.395 0.985 -0.805
C -1.313 -0.821 1.240
H -1.714 1.859 -0.870
C -1.175 1.145 -0.254
H 1.502 -1.118 -1.735
C 1.942 0.226 -0.171
H 0.936 -1.622 -0.039
C 1.427 -0.889 -0.676
N -1.103 -1.575 2.095
H 1.938 0.409 0.901
H -2.883 -0.023 0.094
C -1.824 0.110 0.271
*
```

Results
* structure (SMILES): C=CC#N.C=C
* molecular weight: 81.1 u
* frontier orbital gap: 0.3902 hartree



Model iii:
C5H7N | ωB97M-V with the def2-TZVPD basis set

Structure (ORCA input):
```
! RIJCOSX wB97M-V def2-TZVPD def2/J DEFGRID3
* xyz 0 1
H -1.590 1.267 0.451
C 0.104 -0.950 1.185
H -0.853 -1.441 1.123
H -1.388 1.175 -1.349
H 0.833 0.440 0.663
H 0.132 -0.365 2.135
C 0.046 -0.078 -0.262
C 0.548 1.405 -0.176
C -0.896 1.101 -0.371
N 0.671 -1.708 -2.166
H 1.125 1.793 -1.037
H 0.930 -1.682 1.217
C 0.381 -0.942 -1.345
*
```

Results
* molecular weight: 81.1 u
* frontier orbital gap: 0.3607 hartree



Model iv:
C5H7N | ωB97M-V with the def2-TZVPD basis set

Structure (ORCA input):
```
! RIJCOSX wB97M-V def2-TZVPD def2/J DEFGRID3
* xyz 0 1
C 1.107 0.091 -0.297
H 2.115 0.120 -0.734
H -1.958 -0.314 -1.093
H 0.291 1.904 -1.283
H 0.953 -1.612 1.002
C -0.034 1.000 -0.745
H -1.385 -0.699 1.406
C 0.436 -1.184 0.138
H 0.263 -1.952 -0.625
C 0.222 0.895 0.708
C -0.750 -0.303 0.615
H 0.143 1.709 1.431
N -1.404 0.345 -0.523
*
```

Results
* molecular weight: 81.1 u
* frontier orbital gap: 0.3673 hartree



Least stable: model i



Model i:
C5H7N | ωB97M-V with the def2-TZVPD basis set

Structure (ORCA input):
```
! RIJCOSX wB97M-V def2-TZVPD def2/J DEFGRID3
* xyz 0 1
C 1.393 0.350 -0.485
H -2.088 0.900 -1.184
H 1.546 -0.299 -1.367
C -0.193 0.553 -0.045
C -1.397 0.133 -0.774
H -1.232 -0.337 1.771
C 1.768 -0.363 0.722
H -0.400 1.512 0.451
H 1.992 1.263 -0.660
H -1.346 -0.729 -1.432
H -0.676 -1.555 0.567
C -0.880 -0.497 0.737
N 1.513 -0.933 1.699
*
```

Results
* structure (SMILES): N#CCC1CC1
* molecular weight: 81.1 u
* frontier orbital gap: 0.4001 hartree



Model ii:
C5H7N | ωB97M-V with the def2-TZVPD basis set

Structure (ORCA input):
```
! RIJCOSX wB97M-V def2-TZVPD def2/J DEFGRID3
* xyz 0 1
C -0.013 1.104 0.716
H -2.360 -0.745 0.897
H 3.565 -1.469 -0.183
H 0.045 0.684 -1.465
H -1.789 -1.482 -0.607
H 0.675 1.232 1.553
N -0.403 -0.276 0.453
C 2.692 -0.900 -0.325
H -2.180 0.254 -0.572
C 1.760 -0.171 -0.518
H -0.690 1.942 0.540
C 0.451 0.397 -0.499
C -1.751 -0.571 0.011
*
```

Results
* structure (SMILES): C#C[C@@H]1CN1C
* molecular weight: 81.1 u
* frontier orbital gap: 0.3840 hartree



Model iii:
C5H7N | ωB97M-V with the def2-TZVPD basis set

Structure (ORCA input):
```
! RIJCOSX wB97M-V def2-TZVPD def2/J DEFGRID3
* xyz 0 1
C -1.846 1.173 -0.089
C -0.407 -1.148 -0.292
H 2.180 -0.362 1.078
H -2.095 -1.971 -0.667
C 0.326 0.028 0.011
H 0.148 -2.036 -0.624
H -0.015 2.089 0.433
C 1.824 0.049 0.121
H 2.189 1.079 0.033
H 2.283 -0.541 -0.686
H -2.407 1.627 0.760
C -0.476 1.139 0.144
N -1.705 -1.125 -0.221
*
```

Results
* molecular weight: 81.1 u
* frontier orbital gap: 0.2940 hartree



Least stable: model iii



Model i:
C8H12N4 | ωB97M-V with the def2-TZVPD basis set

Structure (ORCA input):
```
! RIJCOSX wB97M-V def2-TZVPD def2/J DEFGRID3
* xyz 0 1
H 0.348 -1.427 -0.409
H 1.695 0.809 -3.706
C 0.032 1.735 0.677
H -2.395 -1.871 -2.556
H -1.975 0.138 3.457
H -0.053 2.147 -0.314
N 0.186 -0.641 -3.599
C 1.014 0.918 2.460
C -0.301 1.156 2.707
H 2.100 1.630 0.770
C -0.283 -1.380 -2.544
H 2.076 0.248 -1.250
N 1.434 -0.247 -1.842
N -0.913 1.651 1.559
N 1.227 1.301 1.151
C -1.413 -2.343 -2.578
C -1.179 0.756 3.852
C 1.206 0.032 -3.150
C 0.451 -1.091 -1.423
H -0.647 0.208 4.629
H -1.421 -2.896 -3.525
H 1.766 0.658 3.182
H -1.640 1.635 4.286
H -1.316 -3.129 -1.833
*
```

Results
* structure (SMILES): Cc1c[nH]cn1.Cc1c[nH]cn1
* molecular weight: 164.2 u
* frontier orbital gap: 0.3289 hartree



Model ii:
C8H12N4 | ωB97M-V with the def2-TZVPD basis set

Structure (ORCA input):
```
! RIJCOSX wB97M-V def2-TZVPD def2/J DEFGRID3
* xyz 0 1
H 1.890 3.160 -3.353
H 1.677 1.817 1.571
N -1.392 -1.046 0.141
H 3.040 2.058 -3.365
H -1.070 -1.750 3.668
C -1.554 -1.448 1.500
H -4.143 -2.716 -0.160
N 1.263 0.384 -0.078
H 1.322 0.003 -2.174
C 1.592 0.594 -1.380
C 2.135 1.842 -1.499
N -3.214 -2.190 0.216
H 0.217 -1.518 2.630
N 2.185 2.463 -0.289
C 1.608 1.643 0.558
H 3.454 3.452 -2.369
H -0.839 -0.059 2.853
C -2.660 -2.309 1.419
H -3.155 -2.710 2.295
C 2.640 2.712 -2.689
H 0.547 -0.121 0.167
H -2.447 -1.519 -1.732
C -0.789 -1.151 2.738
C -2.309 -1.592 -0.670
*
```

Results
* structure (SMILES): Cc1c[nH]cn1.Cc1c[nH]cn1
* molecular weight: 164.2 u
* frontier orbital gap: 0.3148 hartree



Least stable: model ii



Model i:
C4H4BrN | ωB97M-V with the def2-TZVPD basis set

Structure (ORCA input):
```
! RIJCOSX wB97M-V def2-TZVPD def2/J DEFGRID3
* xyz 0 3
H 0.440 1.692 -0.543
C -1.442 -0.342 0.087
Br -2.948 0.737 0.041
C 0.114 -0.111 -0.041
C 0.120 -1.425 -0.061
H 1.941 0.674 -0.391
H 0.945 -2.116 -0.197
H 1.162 1.468 1.005
C 1.013 1.018 0.069
N -1.345 -1.594 0.031
*
```

Results
* molecular weight: 146.0 u
* frontier orbital gap (alpha / beta): 0.2771 / 0.3074 hartree



Model ii:
C4H4BrN | ωB97M-V with the def2-TZVPD basis set

Structure (ORCA input):
```
! RIJCOSX wB97M-V def2-TZVPD def2/J DEFGRID3
* xyz 0 3
C -0.038 1.669 0.216
N 1.171 1.709 0.540
H 2.466 -0.153 0.426
H -0.538 -2.072 0.274
H -0.504 -1.624 -1.452
C 0.164 -0.238 0.103
C -0.752 -1.272 -0.318
Br -1.443 2.718 0.003
C 1.368 0.254 0.424
H -1.894 -0.990 -0.217
*
```

Results
* molecular weight: 146.0 u
* frontier orbital gap (alpha / beta): 0.2501 / 0.2436 hartree



Least stable: model ii